6 unconnected molecules or ions with the total composition CH14O6 at a distorted geometry. Source: OMol25; level of theory: ωB97M-V with the def2-TZVPD basis set.

Computed properties:
- frontier orbital gap (eV) = 11.01
- relative energy (zero: lowest compared OMol25 entry of this formula, charge and spin) (kcal per mole) = 21.0
- SMILES string = CO.O.O.O.O.O
- spin multiplicity = 1
- total energy (Ha) = -497.90742

Last column: Mulliken charge in e.
Atoms and positions in Å:
C (1.49740, 1.39023, 0.18314)  -0.598
O (0.14108, 1.88784, 0.05146)  -0.608
H (2.12961, 2.23074, 0.69165)  0.222
H (1.85571, 1.18109, -0.80334)  0.312
H (1.61452, 0.44486, 0.67116)  0.247
H (-0.57934, 1.38170, 0.61174)  0.402
H (-1.05112, -2.15557, 2.20314)  0.308
H (-0.14514, -1.44360, 1.24625)  0.364
O (-0.35505, -1.52450, 2.22519)  -0.655
H (0.36632, -2.36890, -1.02261)  0.363
H (1.33799, -2.92051, 0.11256)  0.267
O (0.53556, -2.48463, -0.02631)  -0.621
H (-1.33115, -1.86139, -2.71585)  0.312
H (-0.73205, -0.35210, -2.51980)  0.400
O (-0.53776, -1.31149, -2.42302)  -0.694
H (-0.34342, 0.48070, 2.67891)  0.350
H (-1.63239, 1.36520, 3.01883)  0.269
O (-0.93743, 1.21894, 2.39255)  -0.651
H (-1.09834, 2.06799, -2.60003)  0.275
H (-0.17270, 1.44593, -1.53427)  0.470
O (-0.56232, 1.32745, -2.44137)  -0.735